[1]
The following is a quantum chemistry calculation of C12H13N3O5W as an isolated structure, from the Open Molecules 2025 dataset.

The net charge is +4. The spin multiplicity is 1. The value obtained for the energy relative to the best compared isomer or geometry (same formula, charge and spin) is 0.00 kJ/mol. The value obtained for the LUMO energy is -14.8 eV.

Last column: Mulliken charge in e.
Cartesian coordinates (Å):
1 W 0.93987 0.28434 -0.07091  1.65
2 O -0.84307 1.38668 0.03434  -0.49
3 C -2.14273 1.06395 0.76520  -0.49
4 C -3.19605 0.37518 -0.10354  -0.86
5 N -3.27616 -1.12276 -0.07251  -0.04
6 C -3.91786 -1.67397 -1.27387  -0.39
7 C -2.92969 -2.01868 -2.33463  0.36
8 O -2.20932 -2.27414 -3.13474  0.12
9 O 0.57579 -0.68845 -1.37883  -0.47
10 C -3.88128 -1.65310 1.15434  -0.50
11 C -2.91584 -2.45621 1.96596  0.47
12 O -2.19879 -3.05100 2.56308  0.12
13 O 0.60270 -0.69177 1.24141  -0.46
14 H -0.88213 2.30967 -0.27836  0.38
15 H -1.83284 0.53591 1.66429  0.33
16 H -2.51720 2.04616 1.05015  0.39
17 H -4.15908 0.79025 0.22003  0.47
18 H -3.08258 0.70029 -1.13923  0.56
19 H -4.42335 -2.63276 -1.09695  0.46
20 H -4.65799 -1.01655 -1.75637  0.44
21 H -4.27153 -0.88122 1.83307  0.43
22 H -4.71844 -2.34686 0.99377  0.51
23 N 7.26328 -1.21805 0.48307  -0.19
24 C 6.39931 -0.48293 0.30606  -0.38
25 C 5.29728 0.40286 0.08893  0.24
26 C 5.48067 1.77162 -0.15099  0.10
27 C 4.37478 2.59781 -0.35894  -0.91
28 C 3.12645 2.03226 -0.32633  0.23
29 N 2.94665 0.70051 -0.08660  -0.09
30 C 4.01274 -0.11202 0.12099  0.19
31 H 6.48427 2.18345 -0.17567  0.57
32 H 4.49217 3.65656 -0.55029  0.46
33 H 2.23394 2.64437 -0.50660  0.27
34 H 3.82599 -1.16143 0.31064  0.51

[2]
The following is a quantum chemistry calculation of C12H13NO as an isolated structure at a distorted geometry, from the Open Molecules 2025 dataset.

The net charge is 0. The spin multiplicity is 1. The value obtained for the energy relative to the best compared isomer or geometry (same formula, charge and spin) is 555.93 kJ/mol. The value obtained for the LUMO energy is 0.0 eV.

Last column: Mulliken charge in e.
Cartesian coordinates (Å):
1 C -3.56050 0.60140 -0.53733  -0.55
2 C -1.33818 -0.16320 -1.29872  0.31
3 C -0.71146 0.71022 -2.11543  -0.60
4 C 0.56683 1.09271 -1.76061  -0.32
5 C 1.29085 0.71851 -0.61017  0.52
6 C 2.68509 1.11612 -0.33936  -0.71
7 C 0.67318 -0.40328 0.11409  0.64
8 C 1.24883 -1.02173 1.33593  -0.54
9 C 0.55215 -1.92503 2.26427  -0.78
10 C -0.78616 -2.32679 1.80480  -0.59
11 C -1.32836 -1.76953 0.63665  -0.57
12 C -0.58888 -0.96838 -0.25308  0.48
13 H -2.80481 1.63267 -0.42100  0.27
14 H -4.59494 0.75496 -1.24589  0.22
15 H -3.84775 -0.11918 0.57004  0.19
16 H -1.00437 1.06135 -3.27048  0.17
17 H 1.14091 1.37119 -2.80181  0.10
18 H 2.86658 1.89942 -1.06081  0.45
19 H 3.27310 0.12862 -0.74309  0.23
20 H 2.22001 2.35119 1.29901  0.25
21 H 3.91580 2.02353 0.92514  0.23
22 H 2.32484 -0.70978 1.66524  0.21
23 H 1.07085 -2.32120 3.00794  0.54
24 H -1.21511 -2.96529 2.60683  0.30
25 H -2.31186 -2.12593 0.50391  0.48
26 N 3.01364 1.66993 0.99468  -0.50
27 O -2.75028 -0.31249 -1.27075  -0.43

> Which of these has the lowest LUMO?

C12H13N3O5W